# 1
Below is C22H40N5ORhS as an isolated structure, with properties calculated with ωB97M-V with the def2-TZVPD basis set.

Geometry (Å):
1 Rh 0.545 0.119 1.190
2 C 0.526 -1.760 2.669
3 C -0.730 -1.305 3.030
4 C -1.744 -2.157 2.400
5 C -1.111 -3.116 1.695
6 C 0.285 -2.913 1.804
7 H 1.426 -1.544 3.243
8 H -0.895 -0.467 3.674
9 H -2.782 -2.030 2.494
10 H -1.524 -3.885 1.031
11 H 0.983 -3.533 1.182
12 C 3.347 -2.243 -1.670
13 C 2.929 -1.282 -0.566
14 N 3.896 -0.509 -0.094
15 O 1.740 -1.163 -0.160
16 H 4.442 -2.347 -1.722
17 H 3.099 -1.732 -2.646
18 H 2.674 -3.153 -1.647
19 H 4.817 -0.528 -0.529
20 H 3.762 0.162 0.671
21 C -5.112 -3.496 -3.690
22 C -5.792 -2.491 -2.764
23 C -4.815 -1.817 -1.786
24 C -4.184 -0.597 -2.481
25 N -3.226 0.189 -1.644
26 C -2.078 -0.242 -1.199
27 S -1.445 0.734 0.151
28 N -1.409 -1.308 -1.611
29 C -1.502 -2.107 -2.825
30 C -0.912 -1.458 -4.077
31 C 0.580 -1.057 -3.967
32 C 0.905 0.258 -3.284
33 H -5.811 -3.873 -4.470
34 H -4.753 -4.359 -3.089
35 H -4.264 -3.033 -4.241
36 H -6.639 -2.990 -2.243
37 H -6.301 -1.725 -3.358
38 H -4.053 -2.524 -1.436
39 H -5.386 -1.613 -0.909
40 H -4.959 0.125 -2.795
41 H -3.773 -0.920 -3.409
42 H -3.691 0.987 -1.197
43 H -0.538 -1.465 -1.101
44 H -2.528 -2.519 -3.029
45 H -0.906 -2.948 -2.522
46 H -1.541 -0.541 -4.252
47 H -1.042 -2.133 -4.912
48 H 1.019 -1.074 -4.973
49 H 1.055 -1.889 -3.403
50 H 0.498 1.099 -3.878
51 H 2.025 0.467 -3.394
52 H 0.517 0.274 -2.190
53 N 1.802 1.613 1.936
54 C 2.120 2.542 2.572
55 N 2.477 3.540 3.318
56 C 1.643 4.025 4.472
57 C 2.520 4.600 5.564
58 C 3.571 5.598 4.990
59 C 4.508 4.848 3.949
60 C 3.661 4.408 2.792
61 H 1.115 3.166 4.924
62 H 0.981 4.842 4.125
63 H 3.011 3.928 6.256
64 H 1.786 5.203 6.208
65 H 4.265 5.920 5.790
66 H 3.114 6.504 4.499
67 H 4.922 4.009 4.456
68 H 5.285 5.602 3.647
69 H 4.244 3.745 2.115
70 H 3.347 5.339 2.319

For the HOMO-LUMO gap (alpha / beta), the calculation gives 9.81 / 7.00 eV. The value obtained for the energy is -1719.43496 Ha. The calculation puts the HOMO energy (alpha / beta) at -14.22 / -14.43 eV. The strongest force on any atom is 2.90 eV Å⁻¹. The charge is +2. Its multiplicity is 5.


# 2
Below is a 8-piece molecular cluster, C32H64O8 overall, with properties calculated with ωB97M-V with the def2-TZVPD basis set.

Geometry (Å):
1 C -0.785 -2.393 -3.059
2 C -0.909 -2.983 -4.452
3 C -2.443 -3.085 -4.650
4 O -3.059 -2.432 -3.543
5 C -2.179 -2.531 -2.453
6 H -0.524 -1.332 -3.016
7 H -0.023 -2.839 -2.414
8 H -0.503 -3.986 -4.558
9 H -0.537 -2.341 -5.248
10 H -2.782 -4.130 -4.630
11 H -2.851 -2.649 -5.560
12 H -2.310 -3.450 -1.859
13 H -2.408 -1.735 -1.736
14 C -5.337 1.900 0.648
15 C -4.532 1.304 1.790
16 C -4.426 -0.106 1.262
17 O -5.727 -0.426 0.780
18 C -6.412 0.814 0.531
19 H -4.765 1.914 -0.284
20 H -5.768 2.893 0.775
21 H -5.133 1.302 2.706
22 H -3.597 1.789 2.064
23 H -4.109 -0.839 2.010
24 H -3.671 -0.161 0.465
25 H -7.153 0.953 1.326
26 H -6.923 0.801 -0.430
27 C 4.948 0.571 1.545
28 C 6.234 -0.228 1.331
29 C 7.023 0.806 0.517
30 O 6.728 2.058 1.080
31 C 5.495 1.971 1.804
32 H 4.368 0.199 2.392
33 H 4.333 0.507 0.644
34 H 6.145 -1.145 0.753
35 H 6.765 -0.382 2.272
36 H 6.717 0.730 -0.538
37 H 8.099 0.619 0.532
38 H 4.804 2.755 1.504
39 H 5.726 2.059 2.868
40 C 0.409 -1.500 0.623
41 C 0.769 -0.466 -0.434
42 C -0.430 0.469 -0.488
43 O -0.900 0.481 0.865
44 C -0.592 -0.737 1.531
45 H 1.272 -1.928 1.125
46 H -0.146 -2.312 0.146
47 H 1.054 -0.891 -1.399
48 H 1.634 0.150 -0.166
49 H -1.243 0.143 -1.145
50 H -0.157 1.499 -0.708
51 H -1.498 -1.346 1.625
52 H -0.201 -0.505 2.522
53 C 3.913 -2.024 -3.617
54 C 4.834 -2.646 -4.655
55 C 4.006 -2.375 -5.907
56 O 2.661 -2.637 -5.538
57 C 2.502 -2.381 -4.139
58 H 4.061 -0.937 -3.638
59 H 4.063 -2.258 -2.561
60 H 4.933 -3.728 -4.531
61 H 5.832 -2.217 -4.709
62 H 4.280 -2.958 -6.786
63 H 4.127 -1.323 -6.216
64 H 2.140 -3.284 -3.653
65 H 1.896 -1.484 -4.001
66 C 3.454 3.025 4.470
67 C 2.441 3.178 3.340
68 C 1.216 2.556 3.970
69 O 1.182 3.073 5.283
70 C 2.543 3.155 5.724
71 H 4.199 3.817 4.482
72 H 3.914 2.039 4.486
73 H 2.699 2.653 2.417
74 H 2.309 4.229 3.081
75 H 1.311 1.457 3.987
76 H 0.276 2.741 3.447
77 H 2.734 2.337 6.427
78 H 2.648 4.094 6.268
79 C -3.206 -0.835 5.115
80 C -2.730 -0.204 6.444
81 C -1.282 -0.710 6.584
82 O -0.972 -1.441 5.398
83 C -2.187 -1.954 4.906
84 H -3.092 -0.149 4.274
85 H -4.242 -1.163 5.175
86 H -3.353 -0.456 7.297
87 H -2.749 0.878 6.304
88 H -1.188 -1.397 7.434
89 H -0.566 0.095 6.733
90 H -2.507 -2.873 5.427
91 H -2.126 -2.254 3.859
92 C -2.547 2.426 -3.787
93 C -2.405 0.989 -4.285
94 C -3.603 0.899 -5.185
95 O -3.569 2.108 -5.940
96 C -3.080 3.117 -5.069
97 H -1.598 2.819 -3.425
98 H -3.279 2.534 -2.986
99 H -2.396 0.244 -3.487
100 H -1.455 0.936 -4.824
101 H -4.507 0.951 -4.548
102 H -3.752 -0.024 -5.740
103 H -3.931 3.766 -4.823
104 H -2.346 3.771 -5.544

The SMILES is C1CCOC1.C1CCOC1.C1CCOC1.C1CCOC1.C1CCOC1.C1CCOC1.C1CCOC1.C1CCOC1. For the HOMO-LUMO gap, the calculation gives 9.80 eV. The value obtained for the energy is -1859.43083 Ha. The calculation puts the HOMO energy at -9.42 eV. The strongest force on any atom is 1.43 eV Å⁻¹. The charge is 0.


# 3
Below is one molecule with the formula C6H10O, with properties calculated with ωB97M-V with the def2-TZVPD basis set.

Geometry (Å):
1 C -2.407 0.115 0.664
2 C -0.964 0.280 0.055
3 C -0.146 -0.981 0.066
4 C 0.894 0.083 -0.117
5 C 2.361 -0.194 -0.015
6 C 0.142 0.916 -1.138
7 O 0.248 0.936 0.887
8 H -3.230 -0.179 -0.019
9 H -2.678 1.062 1.113
10 H -2.440 -0.669 1.457
11 H -0.110 -1.445 1.063
12 H -0.309 -1.699 -0.734
13 H 2.636 -0.912 -0.799
14 H 2.574 -0.645 0.961
15 H 2.954 0.715 -0.120
16 H -0.256 0.662 -2.102
17 H 0.714 1.881 -1.220

For the HOMO-LUMO gap, the calculation gives 9.81 eV. The value obtained for the energy is -309.70036 Ha. The calculation puts the HOMO energy at -8.89 eV. The strongest force on any atom is 2.15 eV Å⁻¹. The charge is 0.


# 4
Below is a 5-piece molecular cluster, C11H14Cl6O9 overall, with properties calculated with ωB97M-V with the def2-TZVPD basis set.

Geometry (Å):
1 Cl -0.555 -0.150 -2.037
2 C -0.136 1.190 -0.994
3 Cl 1.527 1.708 -1.294
4 Cl -0.348 0.774 0.714
5 H -0.800 2.027 -1.181
6 Cl 5.163 -1.484 0.300
7 C 3.616 -0.651 0.384
8 Cl 3.589 0.464 1.755
9 Cl 2.277 -1.793 0.476
10 H 3.476 -0.075 -0.519
11 O 3.581 4.014 5.124
12 C 2.648 3.598 4.528
13 O 2.409 3.812 3.210
14 C 1.199 3.181 2.822
15 C 0.861 2.287 4.048
16 O 1.667 2.831 5.076
17 H 0.402 3.903 2.651
18 H 1.330 2.540 1.958
19 H 1.151 1.257 3.836
20 H -0.197 2.341 4.284
21 O -3.196 3.371 -1.194
22 C -3.891 2.420 -1.345
23 O -3.755 1.265 -0.658
24 C -4.910 0.444 -0.909
25 C -5.410 0.986 -2.238
26 O -4.892 2.330 -2.243
27 H -4.579 -0.589 -0.897
28 H -5.632 0.599 -0.106
29 H -6.491 1.031 -2.322
30 H -4.980 0.460 -3.090
31 O 0.743 -6.433 -0.418
32 C 1.079 -5.543 -1.121
33 O 0.461 -4.332 -1.177
34 C 0.975 -3.590 -2.272
35 C 2.328 -4.257 -2.515
36 O 2.114 -5.578 -1.994
37 H 0.314 -3.663 -3.137
38 H 1.104 -2.544 -2.006
39 H 3.130 -3.780 -1.949
40 H 2.627 -4.370 -3.552

The SMILES is ClC(Cl)Cl.ClC(Cl)Cl.O=C1OCCO1.O=C1OCCO1.O=C1OCCO1. For the HOMO-LUMO gap, the calculation gives 11.10 eV. The value obtained for the energy is -3865.88704 Ha. The calculation puts the HOMO energy at -11.06 eV. The strongest force on any atom is 1.25 eV Å⁻¹. The charge is 0.


# 5
Below is C34H27AuI2NO3P as an isolated structure, with properties calculated with ωB97M-V with the def2-TZVPD basis set.

Geometry (Å):
1 Au -0.275 1.715 0.226
2 O 4.078 1.357 -0.290
3 C 3.638 0.297 -0.257
4 O 2.087 0.223 -0.248
5 C 4.099 -1.075 -0.190
6 C 5.452 -1.424 -0.114
7 C 5.802 -2.756 -0.069
8 C 4.827 -3.752 -0.071
9 C 3.486 -3.407 -0.129
10 C 3.147 -2.070 -0.215
11 P 1.568 -1.254 -0.280
12 C 0.722 -1.715 -1.799
13 C -0.517 -1.173 -2.142
14 C -1.144 -1.589 -3.306
15 C -0.552 -2.540 -4.127
16 C 0.696 -3.055 -3.806
17 C 1.335 -2.646 -2.647
18 C 0.727 -1.739 1.216
19 C 0.969 -1.005 2.374
20 C 0.478 -1.461 3.583
21 C -0.236 -2.654 3.639
22 C -0.462 -3.387 2.484
23 C 0.029 -2.939 1.268
24 H 6.200 -0.640 -0.092
25 H 6.846 -3.039 -0.026
26 H 5.121 -4.792 -0.024
27 H 2.713 -4.165 -0.117
28 H -0.993 -0.448 -1.492
29 H -2.111 -1.177 -3.563
30 H -1.061 -2.878 -5.021
31 H 1.173 -3.780 -4.453
32 H 2.310 -3.045 -2.403
33 H 1.520 -0.076 2.315
34 H 0.654 -0.891 4.486
35 H -0.609 -3.016 4.588
36 H -1.019 -4.315 2.532
37 H -0.146 -3.501 0.356
38 I -4.523 4.980 -0.514
39 C -2.496 5.439 -0.311
40 C -2.073 6.761 -0.231
41 C -0.737 7.063 -0.124
42 I -0.190 9.092 0.007
43 C 0.239 6.045 -0.069
44 C 1.627 6.271 0.053
45 C 2.488 5.218 0.134
46 C 1.983 3.912 0.123
47 N 0.700 3.652 0.007
48 C -0.193 4.687 -0.121
49 C -1.601 4.347 -0.303
50 O -1.974 3.155 -0.458
51 H -2.808 7.556 -0.250
52 H 1.995 7.289 0.076
53 H 3.557 5.371 0.217
54 H 2.637 3.067 0.196
55 C -3.497 -2.606 -0.004
56 C -3.778 -1.241 0.637
57 C -4.262 -1.422 2.080
58 C -4.840 -0.491 -0.184
59 C -2.547 -0.423 0.618
60 C -1.521 0.235 0.580
61 H -4.421 -3.189 -0.083
62 H -2.782 -3.169 0.598
63 H -3.078 -2.479 -1.005
64 H -5.191 -2.003 2.098
65 H -4.451 -0.452 2.541
66 H -3.508 -1.943 2.674
67 H -5.765 -1.076 -0.239
68 H -4.478 -0.311 -1.198
69 H -5.062 0.476 0.268

For the HOMO-LUMO gap, the calculation gives 4.52 eV. The value obtained for the energy is -2664.66030 Ha. The calculation puts the HOMO energy at -6.12 eV. The strongest force on any atom is 3.52 eV Å⁻¹. The charge is 0.


# 6
Below is one molecule with the formula C6H13N, with properties calculated with ωB97M-V with the def2-TZVPD basis set.

Geometry (Å):
1 C -0.942 1.858 -2.499
2 C -1.096 1.869 -1.058
3 C -1.164 0.764 -0.044
4 C -0.401 -0.600 -0.375
5 C 1.073 -0.470 0.055
6 C 1.409 -0.750 1.525
7 N 0.551 -1.901 2.198
8 H -1.394 0.896 -2.994
9 H -0.522 2.664 -3.101
10 H -0.589 2.750 -0.468
11 H -2.261 0.573 0.012
12 H -1.003 0.961 1.011
13 H -0.801 -1.433 0.058
14 H -0.525 -0.699 -1.405
15 H 1.516 0.438 -0.130
16 H 1.829 -1.140 -0.505
17 H 1.098 0.142 2.108
18 H 2.503 -0.968 1.628
19 H 1.048 -2.743 2.349
20 H -0.329 -2.210 1.636

The SMILES is C=CCCCCN. For the HOMO-LUMO gap, the calculation gives 10.15 eV. The value obtained for the energy is -291.04702 Ha. The calculation puts the HOMO energy at -9.08 eV. The strongest force on any atom is 5.77 eV Å⁻¹. The charge is 0.


Computed values of molar mass (unit: g/mol) for the preceding records, in sequence: 525.57 576.86 98.14 502.94 979.34 99.18.